Entry A
{"formula": "C5H13N2O", "method": "ωB97M-V/def2-TZVPD", "smiles": "NCCC[C@@H]([NH3+])C=O", "mol_weight_g_mol": 117.17, "charge": 1, "gap_ev": 10.89, "lumo_energy_ev": -3.5707, "symbols": ["O", "C", "C", "C", "C", "C", "N", "N", "H", "H", "H", "H", "H", "H", "H", "H", "H", "H", "H", "H", "H"], "positions_angstrom": [[-0.30340, -1.44675, -2.78090], [0.37461, -0.72060, -2.12053], [0.37418, -0.87470, -0.59783], [1.20699, 0.06382, 0.25096], [0.60355, 1.46418, 0.46743], [0.10642, 1.70088, 1.88107], [-0.93199, 0.71062, 2.18959], [-1.05895, -0.82892, -0.09098], [1.01019, 0.06082, -2.53641], [0.71185, -1.88034, -0.43019], [2.20272, 0.16480, -0.15745], [1.41010, -0.45611, 1.16685], [1.27429, 2.24401, 0.14905], [-0.24050, 1.57360, -0.23558], [-0.23788, 2.72761, 1.92653], [0.96007, 1.62403, 2.53476], [-0.56520, 0.04762, 2.86680], [-1.74982, 1.11215, 2.62176], [-1.18681, -0.14823, 0.67990], [-1.68346, -0.60438, -0.87016], [-1.32226, -1.76558, 0.19637]]}

Entry B
{"formula": "C5H13N2O", "method": "ωB97M-V/def2-TZVPD", "smiles": "C[C@H](C=O)NCC[NH3+]", "mol_weight_g_mol": 117.17, "charge": 1, "gap_ev": 9.36, "lumo_energy_ev": -3.5416, "symbols": ["N", "C", "C", "N", "C", "C", "C", "O", "H", "H", "H", "H", "H", "H", "H", "H", "H", "H", "H", "H", "H"], "positions_angstrom": [[0.22895, -0.30949, 2.21176], [-0.47772, 0.90463, 1.76048], [0.11175, 1.49592, 0.49103], [0.67358, 0.37709, -0.27602], [0.29124, -1.82282, -1.21057], [-0.24699, -0.37305, -1.13712], [-0.43864, 0.27546, -2.51034], [-1.04551, 1.29712, -2.65731], [-0.37561, -0.87285, 2.81091], [1.02565, -0.12082, 2.82890], [0.61992, -0.76603, 1.37950], [-0.61850, 1.63022, 2.55345], [-1.49994, 0.55184, 1.59194], [0.89780, 2.21472, 0.72819], [-0.65904, 2.06662, -0.03324], [1.53859, 0.64773, -0.71850], [1.36614, -1.84018, -1.38879], [-0.00668, -2.31372, -0.28585], [-0.14008, -2.31096, -2.08660], [-1.23655, -0.45924, -0.67839], [-0.00837, -0.27218, -3.37343]]}

Entry C
{"formula": "C5H13N2O", "method": "ωB97M-V/def2-TZVPD", "mol_weight_g_mol": 117.17, "charge": 1, "gap_ev": 9.37, "lumo_energy_ev": -4.7001, "symbols": ["C", "C", "C", "C", "C", "N", "N", "O", "H", "H", "H", "H", "H", "H", "H", "H", "H", "H", "H", "H", "H"], "positions_angstrom": [[0.50678, 1.11677, -0.16361], [0.69964, -0.35044, 0.09381], [1.53663, 2.10912, -0.12933], [1.94335, -0.98130, 0.62782], [-0.75418, -2.24127, -0.17212], [-0.36469, -0.86807, -0.31807], [-0.69558, 1.45690, -0.49859], [-3.17772, 0.20040, -0.32451], [1.26851, 2.86450, 0.68223], [1.52368, 2.72701, -1.10666], [2.52384, 1.61394, 0.18412], [1.80789, -2.00976, 0.71767], [2.15293, -0.69556, 1.60452], [2.83009, -0.73603, -0.05110], [-0.14243, -2.89757, -0.72503], [-0.74874, -2.43325, 0.86800], [-1.73578, -2.17772, -0.50079], [-1.39986, 0.66979, -0.34238], [-3.25322, -0.71216, -0.03465], [-1.09615, 2.42625, -0.73116], [-3.42499, 0.91846, 0.31983]]}

Least stable: entry C

Entry A
{"formula": "C5H13N2O", "method": "ωB97M-V/def2-TZVPD", "mol_weight_g_mol": 117.17, "charge": 1, "gap_ev": 4.00, "lumo_energy_ev": -8.5738, "symbols": ["N", "C", "C", "N", "C", "C", "C", "O", "H", "H", "H", "H", "H", "H", "H", "H", "H", "H", "H", "H", "H"], "positions_angstrom": [[-2.97943, 2.17408, -0.06940], [-1.71296, -1.19997, -0.83056], [-0.20912, -1.21574, -0.89054], [0.28347, -0.10769, -0.09951], [2.14798, 1.12577, 0.43146], [1.65271, -0.21647, 0.22725], [2.08239, -1.24391, 1.33826], [1.32374, -1.92415, 1.96964], [-2.08527, -1.29741, 0.22906], [-2.27781, 1.54628, 0.31419], [-2.56331, 3.06837, -0.41234], [-2.17264, -2.04128, -1.42436], [-2.08462, -0.16355, -1.24890], [0.06310, -2.26645, -0.45947], [0.22606, -1.32583, -1.99314], [-3.77553, 2.44695, 0.56308], [3.26930, 1.15923, 0.54858], [1.63726, 1.55969, 1.23805], [1.81305, 1.73332, -0.46994], [2.24913, -0.64774, -0.64566], [3.11248, -1.16350, 1.68423]]}

Entry B
{"formula": "C5H13N2O", "method": "ωB97M-V/def2-TZVPD", "mol_weight_g_mol": 117.17, "charge": 1, "gap_ev": 9.93, "lumo_energy_ev": -2.9547, "symbols": ["C", "C", "N", "N", "H", "H", "H", "H", "H", "H", "H", "C", "O", "C", "C", "H", "H", "H", "H", "H", "H"], "positions_angstrom": [[-0.97440, 1.60221, 1.96351], [0.32223, 1.70882, 1.67936], [1.21747, 2.57997, 2.24284], [-1.79146, 0.58023, 1.28192], [-1.55303, 2.28297, 2.56788], [0.79030, 1.02798, 0.98089], [1.95385, 2.85645, 1.62006], [0.83813, 3.35471, 2.77393], [-2.53250, 0.99178, 0.71651], [-2.24704, -0.03757, 1.95721], [-1.19764, -0.02075, 0.62080], [-0.48146, -1.76403, -1.68587], [-0.30621, -0.84979, -0.50935], [0.65963, -1.52600, -2.59079], [1.68400, -2.37607, -2.67388], [-1.44054, -1.48122, -2.10886], [-0.52820, -2.77311, -1.28503], [0.51347, -1.17414, -0.12823], [0.66668, -0.59508, -3.14471], [2.51671, -2.14699, -3.32323], [1.67414, -3.28304, -2.08417]]}

Least stable: entry A

Entry A
{"formula": "C4H7I", "method": "ωB97M-V/def2-TZVPD", "mol_weight_g_mol": 182.00, "charge": 0, "gap_ev": 9.43, "lumo_energy_ev": 0.3989, "symbols": ["C", "C", "C", "C", "I", "H", "H", "H", "H", "H", "H", "H"], "positions_angstrom": [[1.38583, 0.98197, 1.05776], [-2.12837, -0.38913, -1.15733], [-0.93139, -0.81368, -0.94884], [0.25192, -1.14075, -0.67889], [1.56908, 1.95833, 2.91242], [2.38400, 0.71830, 0.70776], [0.57501, 1.16166, 0.39013], [-2.44127, 0.61457, -0.75960], [-2.76230, -0.78659, -1.93073], [1.01748, -0.66833, -1.26993], [0.44937, -1.34948, 0.45734], [0.63064, -0.28688, 1.21991]]}

Entry B
{"formula": "C4H7I", "method": "ωB97M-V/def2-TZVPD", "mol_weight_g_mol": 182.00, "charge": 0, "gap_ev": 9.62, "lumo_energy_ev": 0.2035, "symbols": ["C", "C", "C", "C", "I", "H", "H", "H", "H", "H", "H", "H"], "positions_angstrom": [[1.95558, 0.83069, 0.62368], [-0.42613, -0.91711, 1.56843], [0.23756, -0.00213, 0.76062], [-0.51754, 0.67920, -0.38757], [1.86339, 2.99102, 0.90625], [2.52175, 0.38453, 1.30970], [2.34347, 0.75895, -0.40779], [-0.02623, -1.46422, 2.30862], [-1.53534, -1.04946, 1.55635], [-1.47199, 0.15833, -0.60823], [-0.02409, 0.66878, -1.25969], [-0.83964, 1.75248, -0.12304]]}

Least stable: entry A

Entry A
{"formula": "C6H9I", "method": "ωB97M-V/def2-TZVPD", "mol_weight_g_mol": 208.04, "charge": 0, "gap_ev": [6.05, 6.27], "s_squared": 2.008, "lumo_energy_ev": [0.7664, -3.2483], "spin_multiplicity": 3, "symbols": ["C", "C", "C", "C", "C", "C", "I", "H", "H", "H", "H", "H", "H", "H", "H", "H"], "positions_angstrom": [[-1.63651, -0.35403, 0.46398], [-0.45681, -0.29367, 0.52451], [-3.10892, -0.23560, 0.37211], [1.25188, 1.11137, -1.02856], [1.85427, -1.08294, 0.06728], [0.99132, 0.21162, 0.19848], [1.61055, 1.28601, 2.03692], [-3.42219, -0.17432, 1.45789], [-3.39202, 0.57902, -0.28334], [-3.67146, -1.04951, 0.10400], [1.01349, 0.46761, -1.89236], [2.22532, 1.68854, -1.17922], [0.57537, 2.01180, -1.02789], [2.84395, -0.83562, -0.08052], [1.75659, -1.63958, 0.98947], [1.56517, -1.69071, -0.72275]]}

Entry B
{"formula": "C6H9I", "method": "ωB97M-V/def2-TZVPD", "mol_weight_g_mol": 208.04, "charge": 0, "gap_ev": [5.78, 7.29], "s_squared": 2.020, "lumo_energy_ev": [0.6446, -2.1031], "spin_multiplicity": 3, "symbols": ["C", "C", "C", "C", "C", "C", "I", "H", "H", "H", "H", "H", "H", "H", "H", "H"], "positions_angstrom": [[0.97649, 1.07248, -0.07626], [0.28947, 0.06657, -0.11477], [-0.37107, -1.23036, 0.22822], [-1.62536, -1.68870, 0.09067], [1.62926, 2.31776, -0.10058], [-2.84223, -0.88466, -0.27555], [4.14022, -0.20670, -0.19038], [0.40178, -1.97026, 0.41858], [3.40738, -0.90861, 0.96797], [-1.84524, -2.72736, 0.43319], [2.45652, 2.56617, 0.52138], [0.94511, 3.13655, 0.30098], [1.93938, 2.44826, -1.14599], [-3.06190, -0.20392, 0.64373], [-3.71612, -1.55862, -0.65833], [-2.72369, -0.22861, -1.04287]]}

Least stable: entry B